66
Properties=species:S:1:pos:R:3:forces:R:3 method="wB97M-V/def2-TZVPD" homo_lumo_gap_ev="9.525 / 5.890" total_charge=+2 spin_multiplicity=5 fmax_ev_per_a=0.2 relative_energy_ev=0.0000 e_lumo_ev="-5.52 / -9.15" e_tot_ha=-3784.21573
Co -1.123187 1.214527 1.134349 0.0072 -0.1544 0.0287
O -1.039478 1.494271 -0.696529 0.0143 0.0992 0.0889
P -0.643402 0.502801 -1.820114 0.1076 -0.1110 -0.0677
C 1.041370 -0.063590 -1.407625 -0.0663 0.0381 0.0577
P 1.303300 -0.685957 0.287829 0.0752 -0.0118 -0.0823
O 0.379426 0.111933 1.247971 -0.1510 0.0828 0.0166
C 2.982273 -0.321302 0.731995 -0.0025 -0.0215 -0.0471
C 3.364642 1.015872 0.888653 0.0092 0.0235 -0.0161
C 4.672922 1.322582 1.210470 -0.0047 -0.0042 -0.0032
C 5.603284 0.299036 1.374017 -0.0077 -0.0038 -0.0014
C 5.228087 -1.025529 1.214619 -0.0016 0.0049 0.0014
C 3.915670 -1.342472 0.891555 0.0002 -0.0263 0.0097
C 0.974154 -2.420345 0.411822 -0.0757 0.0170 -0.0154
C 0.926601 -3.269193 -0.692726 0.0591 -0.0240 -0.0134
C 0.703346 -4.624130 -0.507803 0.0023 -0.0045 0.0087
C 0.527739 -5.129888 0.772634 0.0011 0.0076 0.0012
C 0.580095 -4.287306 1.877133 0.0043 -0.0174 -0.0114
C 0.805790 -2.934171 1.702158 -0.0445 0.0143 0.0304
C -1.726878 -0.902263 -1.826389 0.0461 -0.0019 -0.0608
C -2.784670 -0.977954 -0.922216 -0.0387 -0.0077 -0.0338
C -3.591088 -2.107239 -0.905505 -0.0172 0.0212 0.0217
C -3.353848 -3.142365 -1.796964 0.0154 -0.0068 -0.0163
C -2.313900 -3.057054 -2.717315 -0.0023 0.0034 0.0070
C -1.496694 -1.941536 -2.732840 0.0175 -0.0501 0.0318
C -0.581063 1.321100 -3.382245 -0.0165 0.0653 0.0417
C -1.440290 0.956018 -4.419253 -0.0348 -0.0088 0.0041
C -1.399815 1.655364 -5.615050 0.0053 0.0045 0.0004
C -0.518537 2.715258 -5.769725 0.0029 -0.0014 0.0052
C 0.328858 3.091049 -4.731675 -0.0128 -0.0078 -0.0107
C 0.299906 2.398270 -3.537301 0.0461 -0.0186 -0.0141
H 1.704809 0.799333 -1.520799 -0.0017 -0.0025 -0.0212
H 1.367551 -0.802856 -2.142474 0.0135 -0.0184 0.0244
H 2.644149 1.816707 0.752181 -0.0017 -0.0087 -0.0066
H 4.975659 2.354241 1.328276 0.0037 -0.0024 0.0020
H 6.627329 0.541264 1.624367 0.0004 0.0016 0.0004
H 5.954766 -1.815885 1.341770 0.0031 0.0018 0.0010
H 3.624654 -2.378094 0.770240 -0.0054 0.0019 0.0025
H 1.076501 -2.895832 -1.696307 -0.0084 0.0176 -0.0140
H 0.672377 -5.285773 -1.362665 -0.0018 0.0000 0.0002
H 0.355021 -6.188499 0.912992 0.0001 -0.0012 -0.0007
H 0.448755 -4.688029 2.872729 -0.0014 0.0019 0.0016
H 0.848280 -2.280537 2.565275 -0.0028 0.0083 -0.0108
H -3.027039 -0.148107 -0.268565 0.0141 -0.0163 0.0066
H -4.417182 -2.165743 -0.210103 -0.0007 -0.0015 -0.0023
H -3.992397 -4.015500 -1.789391 -0.0022 0.0005 0.0047
H -2.148097 -3.857552 -3.425535 0.0017 -0.0021 0.0028
H -0.692279 -1.877838 -3.458059 0.0011 0.0083 0.0028
H -2.142688 0.142633 -4.294720 0.0022 0.0093 -0.0061
H -2.062124 1.376315 -6.422655 -0.0024 0.0020 0.0003
H -0.494130 3.260115 -6.703912 0.0035 -0.0011 -0.0006
H 1.004991 3.925171 -4.857595 -0.0001 0.0008 0.0022
H 0.951698 2.707321 -2.728010 -0.0074 -0.0013 0.0043
O -3.759825 3.882985 5.543361 -0.0099 0.0053 0.0418
C -2.450444 3.851717 5.739919 -0.0155 -0.0289 0.0412
O -1.921704 4.272161 6.725706 0.0121 0.0285 -0.0229
C -1.593667 3.253356 4.660395 0.0342 0.0176 -0.0384
C -0.207594 3.231176 4.731877 -0.0215 -0.0430 0.0284
N 0.251788 2.616823 3.634633 -0.0429 0.1061 -0.0545
N -0.756038 2.243528 2.837645 0.0748 0.0508 0.0013
C -1.877939 2.618157 3.455236 -0.0598 -0.0782 -0.0136
C -3.126183 2.199716 2.755365 0.0516 0.0131 0.0168
O -4.230865 2.509582 3.080581 0.0033 -0.0348 0.0253
O -2.832615 1.416473 1.700192 0.0224 0.0460 0.0056
H -4.050342 3.478291 4.705982 0.0084 0.0016 -0.0264
H 0.442436 3.606534 5.506209 -0.0052 0.0133 0.0001
H 1.207778 2.430857 3.371928 0.0029 0.0040 0.0402

***

67
Properties=species:S:1:pos:R:3:forces:R:3 method="wB97M-V/def2-TZVPD" homo_lumo_gap_ev="8.318 / 5.694" total_charge=+1 spin_multiplicity=5 fmax_ev_per_a=0.8 relative_energy_ev=0.4204 e_lumo_ev="-2.49 / -5.86" e_tot_ha=-2820.97131
Pd -0.202076 0.244372 0.159738 -0.5119 -0.0648 -0.6645
C -5.047679 0.201435 -3.649026 -0.0271 -0.0440 -0.0203
C -4.467931 1.591058 -3.455604 0.0054 0.0586 0.0556
N -3.817218 1.740866 -2.143330 0.0159 -0.0577 0.0122
C -4.631861 2.355143 -1.089555 0.0013 -0.0872 -0.0217
C -4.595970 3.872263 -1.144915 -0.0134 0.0459 0.0194
C -2.569790 1.309791 -1.976870 -0.0968 -0.0135 0.0951
S -1.868156 1.691300 -0.373024 0.2676 0.1308 0.0188
N -1.972409 0.747260 -2.999965 0.1227 0.0061 0.1064
C -0.772927 0.133286 -2.968323 -0.0816 0.0042 -0.1059
O -0.057920 -0.085872 -1.971006 0.0909 -0.0575 -0.1594
C -0.283856 -0.380374 -4.277638 -0.0418 0.0531 0.0422
C -1.005729 -0.163590 -5.448687 0.0020 -0.0133 -0.0478
C -0.535560 -0.656962 -6.655183 0.0056 0.0008 0.0323
C 0.653880 -1.370820 -6.694804 0.0109 -0.0044 0.0044
C 1.375441 -1.591712 -5.528143 -0.0002 -0.0039 -0.0150
C 0.910298 -1.098027 -4.322214 0.0058 -0.0047 -0.0111
H -5.594742 0.152905 -4.590279 0.0096 0.0050 -0.0068
H -5.742154 -0.050269 -2.846147 -0.0053 0.0116 0.0040
H -4.255507 -0.545417 -3.671999 0.0091 0.0063 0.0034
H -5.249888 2.349442 -3.492557 -0.0093 -0.0175 -0.0056
H -3.735787 1.826347 -4.224126 -0.0083 -0.0273 -0.0119
H -4.303480 1.990780 -0.117390 0.0300 -0.0005 -0.0115
H -5.645300 1.973242 -1.225379 -0.0124 0.0527 -0.0005
H -3.567644 4.232156 -1.116195 0.0033 0.0014 0.0274
H -5.127706 4.289596 -0.290337 -0.0235 -0.0032 -0.0115
H -5.068364 4.251600 -2.050866 0.0243 -0.0112 -0.0194
H -1.931873 0.390716 -5.405321 -0.0054 0.0046 0.0077
H -1.095491 -0.486208 -7.564610 -0.0062 0.0055 -0.0007
H 1.021073 -1.755441 -7.637207 -0.0003 -0.0028 -0.0030
H 2.302502 -2.148564 -5.562521 0.0050 -0.0004 0.0039
H 1.465429 -1.265037 -3.409213 -0.0038 0.0097 0.0110
C 1.897150 -4.273374 -2.209201 0.0016 -0.0123 -0.0053
C 0.674165 -3.842394 -1.699117 0.0078 0.0203 0.0128
C 0.608865 -2.701495 -0.930954 -0.0531 -0.0783 0.0005
C 1.778253 -1.980902 -0.621116 -0.0136 0.1535 0.0204
C 3.008875 -2.421382 -1.152864 0.0034 -0.0344 -0.0450
C 3.056976 -3.553921 -1.941246 -0.0170 0.0190 0.0167
N 1.675114 -0.827365 0.115682 0.3996 -0.0897 0.2755
C 2.744291 -0.400266 0.894712 -0.2113 0.0130 -0.1291
C 2.905528 0.976880 1.097735 0.0330 0.1393 0.0189
C 3.922304 1.449233 1.902804 -0.0075 -0.0229 -0.0157
C 4.775250 0.555788 2.545766 -0.0121 -0.0012 -0.0021
C 4.604372 -0.812161 2.373891 -0.0224 0.0113 -0.0207
C 3.601089 -1.294253 1.552323 0.0505 -0.0487 0.0730
H 1.941853 -5.160391 -2.826447 -0.0004 -0.0020 -0.0021
H -0.228583 -4.397465 -1.913870 -0.0026 -0.0078 -0.0028
H -0.343850 -2.362480 -0.541957 0.0318 0.0048 0.0122
H 3.902835 -1.837588 -0.985944 0.0036 0.0132 0.0162
H 4.001375 -3.873234 -2.360635 0.0061 0.0010 -0.0012
H 2.244504 1.668755 0.587093 -0.0109 -0.0341 0.0090
H 4.054182 2.515010 2.031135 0.0040 0.0045 0.0054
H 5.563044 0.926624 3.187239 0.0066 -0.0002 0.0001
H 5.249436 -1.508167 2.892510 0.0024 -0.0061 0.0040
H 3.442580 -2.359668 1.457293 -0.0132 -0.0021 -0.0152
F 0.253522 1.386139 8.286836 0.0007 -0.0032 -0.0100
C 0.149181 1.171437 6.994115 0.0003 0.0088 0.0251
C -0.621538 2.033442 6.217188 0.0292 -0.0303 0.0374
F -1.238218 3.052822 6.796122 -0.0062 -0.0008 -0.0390
C -0.725008 1.808586 4.865381 0.0560 -0.0311 -0.0346
F -1.457927 2.633275 4.138958 0.0018 -0.0053 -0.0210
C -0.073201 0.716013 4.242580 0.0471 0.0675 0.3886
S -0.195968 0.437222 2.590194 0.0136 -0.0859 0.1699
C 0.697245 -0.136311 5.072701 -0.0595 0.0221 -0.0454
F 1.332947 -1.166377 4.543164 -0.0156 0.0176 -0.0032
C 0.812240 0.087351 6.424145 -0.0305 0.0385 0.0011
F 1.539934 -0.707384 7.194214 0.0147 -0.0204 -0.0215

***

59
Properties=species:S:1:pos:R:3:forces:R:3 method="wB97M-V/def2-TZVPD" homo_lumo_gap_ev=6.736 total_charge=+1 fmax_ev_per_a=5.4 e_lumo_ev=-4.13 e_tot_ha=-1417.85732
C 2.253716 -3.728722 4.637096 -0.6907 -0.1671 0.5140
C 2.791903 -2.981914 3.407696 0.5267 -0.1515 0.0230
C 1.662806 -2.081238 3.025286 -1.0632 0.3897 0.4962
C 0.614348 -2.268345 3.971952 0.6070 -0.0776 -0.1786
O 0.877681 -3.199015 4.932853 0.8704 0.5490 -1.4259
C -0.541370 -1.478286 3.935714 0.4573 -0.3988 0.6755
C -0.626222 -0.507590 2.961467 -0.3647 -0.4299 -1.0818
C 0.276469 -0.461050 1.852854 0.5644 -0.5110 0.3878
C 0.072009 0.312860 0.643136 0.6797 0.9618 0.0745
C -1.013928 1.290526 0.571610 -0.1163 0.6924 -0.3856
C -0.738175 2.566505 0.009624 -0.8233 0.0523 -0.4924
C -1.786029 3.443809 -0.248744 -0.7136 -0.8321 0.4338
C -3.110777 3.093242 0.114705 0.2054 -0.2828 0.1019
O -4.067823 3.994073 -0.237366 1.6049 0.1611 -0.2583
C -3.344446 5.114827 -0.917470 -0.7549 -0.1220 0.2630
C -1.851293 4.751613 -0.970572 0.2861 0.5043 -0.1960
C -3.392565 1.878006 0.761036 0.1244 0.9815 -0.5198
C -2.346606 0.995583 0.952477 0.3230 -0.2096 -0.1498
C 1.500417 -1.178190 1.986841 -0.3167 -0.8863 0.2467
H 2.152331 -4.808222 4.464237 -0.0762 0.3610 0.1115
H 2.850715 -3.563431 5.543263 -0.2558 -0.0308 -0.2930
H 3.697878 -2.426055 3.676711 -0.1678 -0.0187 -0.1532
H 3.059011 -3.679505 2.605423 -0.0621 0.1416 0.1132
H -1.306591 -1.640136 4.700671 0.2986 0.3888 -0.2500
H -1.451974 0.189627 3.002962 0.0433 -0.1421 -0.0334
H 1.002286 0.558111 0.104219 -0.2842 0.6385 0.9376
H 0.266046 2.842758 -0.313360 -0.1511 -0.2046 0.1653
H -3.792647 5.228027 -1.913479 0.0877 -0.0816 0.3696
H -3.542409 6.019738 -0.326487 0.0302 -0.3430 -0.1940
H -1.247949 5.526321 -0.482797 -0.0680 -0.1502 -0.1130
H -1.507688 4.668713 -2.012129 -0.0222 -0.0558 0.3099
H -4.408504 1.664952 1.061882 0.0244 -0.1717 -0.0192
H -2.589777 0.015768 1.348070 0.0705 0.2510 0.0681
H 2.296969 -1.077588 1.250365 -0.2315 0.0390 0.0249
C -0.021685 -0.662972 -1.156995 -0.3127 -0.4899 -0.6477
N -1.271022 -1.252769 -0.909762 -3.5393 -1.3751 2.8865
N -2.215982 -1.614210 -0.358255 4.3305 1.5460 -2.8967
C 1.063593 -1.697215 -1.243611 0.2146 -0.7490 0.4296
C 2.394995 -1.432322 -1.626410 -0.0900 -0.4413 0.2235
C 3.359119 -2.454835 -1.613864 -0.5302 0.0771 0.0754
C 3.005026 -3.748567 -1.213194 0.1801 -0.0513 -0.2090
C 1.686418 -4.020911 -0.840705 0.0835 0.0245 -0.1256
C 0.736991 -3.003131 -0.855940 0.2464 -0.2077 0.0862
C -0.104003 0.355447 -2.265466 -0.5049 0.8162 0.1411
C 0.983771 1.131235 -2.718883 -0.3092 -0.0125 -0.1401
C 0.823467 2.015122 -3.800155 -0.1705 -0.1357 0.3726
C -0.449646 2.259716 -4.323206 0.0820 -0.0909 -0.3107
C -1.554384 1.575551 -3.806711 0.2006 -0.0928 -0.0434
C -1.368474 0.621216 -2.808540 -0.0601 0.2025 -0.2225
H 2.710136 -0.448286 -1.934320 -0.0001 -0.2129 0.0202
H 4.377357 -2.229305 -1.951159 -0.4561 -0.1177 0.2286
H 3.753851 -4.553563 -1.241724 -0.4212 0.4450 0.0794
H 1.373269 -5.036707 -0.574444 0.2185 0.4471 -0.0585
H -0.284132 -3.247403 -0.569622 0.3197 -0.0844 -0.0478
H 1.954275 1.093932 -2.232560 -0.2701 -0.0419 -0.2621
H 1.709912 2.500961 -4.229266 -0.5003 -0.0853 0.3483
H -0.573206 2.956314 -5.166182 0.0606 -0.3704 0.5134
H -2.558071 1.739090 -4.213739 0.4445 -0.0083 0.1936
H -2.239387 0.077840 -2.445036 0.1420 0.1636 -0.2068